Entry 1:
Molecular formula: C102H222N10O14
Method: DFT, ωB97M-V/def2-TZVPD

Geometry as ORCA input:
```
! wB97M-V def2-TZVPD RIJCOSX def2/J DEFGRID3
* xyz 0 1
C -17.174 -3.583 2.411
C -16.277 -4.709 2.947
C -15.151 -5.057 2.024
O -15.745 -4.294 4.239
H -18.008 -3.415 3.093
H -17.607 -3.819 1.439
H -16.651 -2.629 2.341
H -17.035 -5.487 3.041
H -14.597 -4.174 1.704
H -15.688 -5.518 1.195
H -14.521 -5.825 2.472
H -15.529 -3.359 4.252
C -19.585 -14.581 1.735
C -18.469 -15.367 1.058
C -18.962 -16.737 0.587
O -18.156 -14.549 -0.035
H -19.802 -14.916 2.749
H -20.491 -14.736 1.149
H -19.362 -13.519 1.835
H -17.599 -15.500 1.701
H -18.220 -17.194 -0.068
H -19.899 -16.811 0.037
H -18.958 -17.453 1.409
H -18.735 -14.764 -0.769
C -24.071 -3.245 -2.986
C -24.173 -4.200 -4.211
C -23.593 -5.566 -3.913
O -25.592 -4.364 -4.585
H -24.840 -2.473 -2.968
H -23.027 -2.933 -2.945
H -24.189 -3.865 -2.098
H -23.648 -3.831 -5.092
H -23.658 -6.172 -4.817
H -24.241 -6.146 -3.255
H -22.598 -5.580 -3.469
H -25.882 -3.455 -4.686
C -26.887 -7.934 -2.767
C -27.509 -7.499 -4.144
C -28.823 -8.313 -4.276
O -27.805 -6.132 -4.066
H -27.434 -7.460 -1.952
H -25.800 -7.856 -2.727
H -26.976 -9.010 -2.615
H -26.932 -7.791 -5.022
H -28.627 -9.374 -4.118
H -29.246 -8.298 -5.281
H -29.571 -8.022 -3.539
H -26.973 -5.655 -4.120
C -21.346 -8.250 3.015
C -21.593 -8.720 1.493
C -23.128 -8.550 1.118
C -23.445 -7.147 0.664
C -22.479 -6.807 -0.591
C -20.953 -6.898 -0.159
N -20.651 -8.168 0.485
O -19.340 -8.337 0.832
C -20.288 -6.964 -1.524
C -20.509 -5.653 0.696
C -21.423 -10.248 1.559
H -22.049 -8.713 3.707
H -21.387 -7.169 3.149
H -20.323 -8.374 3.369
H -23.469 -9.162 0.283
H -23.753 -8.795 1.977
H -23.126 -6.463 1.451
H -24.469 -7.000 0.321
H -22.805 -5.842 -0.979
H -22.656 -7.455 -1.449
H -20.715 -6.165 -2.129
H -19.213 -6.832 -1.404
H -20.550 -7.845 -2.110
H -20.804 -4.743 0.173
H -21.011 -5.534 1.657
H -19.439 -5.583 0.891
H -22.241 -10.725 2.098
H -20.536 -10.539 2.122
H -21.428 -10.689 0.562
H -19.257 -9.274 0.639
C -26.548 -5.610 3.751
C -26.094 -6.609 4.836
C -26.730 -5.979 6.156
C -26.665 -6.916 7.362
C -27.341 -8.223 6.951
C -26.798 -8.920 5.609
N -26.736 -7.907 4.551
O -26.269 -8.447 3.332
C -25.498 -9.645 5.977
C -27.879 -9.970 5.209
C -24.575 -6.602 4.923
H -26.185 -5.917 2.770
H -26.247 -4.590 3.990
H -27.633 -5.502 3.758
H -26.258 -5.046 6.462
H -27.807 -5.836 6.070
H -27.388 -6.515 8.072
H -25.651 -7.059 7.735
H -28.418 -8.063 6.901
H -27.095 -8.888 7.779
H -24.713 -8.956 6.288
H -25.535 -10.364 6.796
H -25.050 -10.093 5.090
H -27.526 -10.493 4.320
H -28.008 -10.737 5.973
H -28.856 -9.535 5.000
H -24.165 -7.403 4.308
H -24.264 -6.752 5.956
H -24.166 -5.667 4.541
H -26.886 -8.190 2.643
C -23.547 -12.751 -3.668
C -23.452 -11.935 -2.406
C -24.938 -11.279 -2.286
C -25.915 -12.360 -1.825
C -25.407 -13.010 -0.516
C -23.959 -13.628 -0.612
N -22.995 -12.685 -1.207
O -21.616 -13.159 -1.255
C -23.498 -13.869 0.778
C -24.092 -15.068 -1.268
C -22.535 -10.669 -2.594
H -23.791 -12.227 -4.592
H -24.284 -13.546 -3.552
H -22.566 -13.223 -3.720
H -24.937 -10.436 -1.596
H -25.327 -10.936 -3.245
H -26.054 -13.118 -2.596
H -26.812 -11.769 -1.642
H -26.077 -13.834 -0.269
H -25.470 -12.347 0.347
H -24.311 -14.024 1.487
H -22.785 -14.694 0.807
H -22.891 -13.054 1.171
H -24.766 -15.690 -0.680
H -24.404 -15.122 -2.311
H -23.121 -15.557 -1.349
H -21.509 -11.032 -2.536
H -22.762 -9.741 -2.070
H -22.552 -10.428 -3.657
H -21.205 -12.330 -0.998
C -20.979 -7.999 -6.519
C -19.565 -7.551 -6.496
C -18.869 -8.154 -7.727
C -19.175 -7.481 -9.119
C -18.885 -5.970 -8.947
C -19.635 -5.263 -7.788
N -19.586 -6.065 -6.556
O -20.109 -5.507 -5.394
C -18.971 -3.926 -7.558
C -21.094 -4.934 -8.180
C -18.770 -8.096 -5.266
H -21.403 -7.813 -7.506
H -21.610 -7.432 -5.834
H -21.074 -9.011 -6.127
H -17.814 -8.378 -7.567
H -19.272 -9.167 -7.767
H -20.208 -7.704 -9.387
H -18.621 -8.084 -9.838
H -19.155 -5.412 -9.844
H -17.820 -5.855 -8.741
H -18.852 -3.464 -8.538
H -19.517 -3.145 -7.028
H -18.019 -4.048 -7.042
H -21.028 -4.462 -9.160
H -21.701 -5.827 -8.331
H -21.475 -4.115 -7.571
H -19.125 -7.689 -4.319
H -17.713 -7.898 -5.442
H -18.913 -9.174 -5.194
H -19.338 -5.085 -5.007
C -31.354 -7.441 1.270
C -30.330 -8.088 2.220
C -30.984 -9.378 2.826
C -31.040 -10.555 1.874
C -29.594 -10.819 1.335
C -28.952 -9.615 0.652
N -29.031 -8.458 1.534
O -28.311 -7.357 1.140
C -27.480 -10.051 0.418
C -29.704 -9.443 -0.652
C -29.990 -7.162 3.386
H -31.941 -8.105 0.636
H -30.867 -6.801 0.535
H -31.997 -6.803 1.876
H -30.414 -9.565 3.737
H -31.975 -9.013 3.094
H -31.669 -10.355 1.008
H -31.530 -11.382 2.389
H -29.718 -11.671 0.666
H -28.993 -11.178 2.171
H -26.771 -9.738 1.185
H -27.333 -11.125 0.309
H -27.137 -9.557 -0.491
H -29.482 -10.224 -1.380
H -30.789 -9.527 -0.708
H -29.489 -8.553 -1.242
H -29.679 -6.179 3.034
H -29.256 -7.497 4.119
H -30.922 -7.043 3.939
H -28.720 -7.248 0.278
C -19.952 -10.071 7.677
C -20.960 -10.907 6.831
C -20.214 -11.229 5.448
C -20.995 -12.273 4.603
C -21.289 -13.560 5.395
C -22.039 -13.299 6.794
N -21.355 -12.176 7.504
O -21.929 -11.835 8.723
C -23.589 -13.142 6.620
C -21.776 -14.551 7.639
C -22.156 -9.973 6.501
H -20.540 -9.632 8.483
H -19.436 -9.287 7.123
H -19.247 -10.731 8.183
H -20.178 -10.323 4.844
H -19.190 -11.575 5.587
H -20.510 -12.475 3.648
H -21.931 -11.816 4.283
H -20.320 -14.029 5.566
H -21.888 -14.200 4.746
H -23.866 -12.284 6.008
H -24.062 -14.024 6.189
H -24.090 -12.867 7.549
H -22.157 -14.382 8.646
H -22.225 -15.434 7.182
H -20.759 -14.871 7.867
H -22.901 -9.957 7.297
H -22.642 -10.100 5.534
H -21.870 -8.949 6.262
H -21.449 -12.368 9.361
C -15.846 -5.385 -4.069
C -16.233 -4.841 -2.656
C -15.153 -3.871 -2.183
C -15.189 -2.489 -2.886
C -16.563 -1.775 -2.601
C -17.771 -2.636 -3.016
N -17.543 -4.103 -2.649
O -18.506 -4.919 -2.980
C -19.067 -2.139 -2.364
C -17.845 -2.354 -4.549
C -16.253 -5.890 -1.530
H -16.605 -5.998 -4.553
H -15.543 -4.609 -4.774
H -14.969 -6.027 -3.991
H -15.088 -3.820 -1.097
H -14.188 -4.352 -2.343
H -14.409 -1.836 -2.494
H -14.961 -2.604 -3.945
H -16.442 -0.767 -2.996
H -16.563 -1.543 -1.536
H -18.952 -2.276 -1.289
H -19.967 -2.599 -2.771
H -19.015 -1.052 -2.431
H -16.922 -2.636 -5.057
H -17.881 -1.305 -4.844
H -18.636 -2.932 -5.027
H -15.297 -6.369 -1.317
H -16.704 -5.508 -0.614
H -16.951 -6.642 -1.897
H -19.018 -5.012 -2.173
C -22.439 -2.137 3.960
C -22.753 -1.891 2.459
C -23.430 -3.210 1.964
C -24.037 -3.167 0.537
C -25.060 -2.000 0.554
C -24.492 -0.594 1.103
N -23.765 -0.850 2.346
O -23.473 0.253 3.009
C -23.623 0.091 -0.030
C -25.787 0.305 1.288
C -21.425 -1.589 1.634
H -21.807 -1.324 4.319
H -21.767 -2.994 3.905
H -23.245 -2.218 4.690
H -22.643 -3.957 1.854
H -24.228 -3.561 2.618
H -24.528 -4.134 0.430
H -23.312 -3.028 -0.266
H -25.903 -2.279 1.186
H -25.429 -1.970 -0.471
H -24.149 0.385 -0.938
H -23.247 0.974 0.487
H -22.751 -0.436 -0.418
H -26.378 0.042 2.165
H -25.339 1.271 1.521
H -26.399 0.437 0.395
H -20.452 -1.988 1.919
H -21.193 -0.530 1.742
H -21.530 -1.785 0.567
H -24.015 0.199 3.800
C -16.205 -8.175 5.342
C -14.846 -8.570 5.892
C -14.667 -8.049 7.346
C -15.561 -8.883 8.305
C -15.165 -10.364 8.206
C -15.229 -11.030 6.757
N -14.552 -10.046 5.827
O -14.459 -10.636 4.569
C -14.522 -12.384 6.932
C -16.711 -11.309 6.480
C -13.604 -7.993 5.097
H -16.349 -8.672 4.383
H -16.079 -7.102 5.203
H -17.086 -8.423 5.935
H -13.631 -8.033 7.686
H -15.103 -7.054 7.438
H -16.626 -8.813 8.082
H -15.558 -8.581 9.352
H -15.802 -10.944 8.874
H -14.160 -10.407 8.625
H -15.047 -13.048 7.618
H -14.643 -12.775 5.922
H -13.435 -12.376 7.000
H -16.901 -11.783 5.517
H -17.033 -12.095 7.163
H -17.430 -10.492 6.423
H -13.538 -6.932 5.336
H -13.698 -8.143 4.021
H -12.717 -8.497 5.481
H -13.559 -10.963 4.498
C -16.296 -12.346 1.525
C -16.708 -10.911 1.401
C -15.466 -9.878 1.399
C -14.737 -9.836 0.065
C -15.637 -9.519 -1.079
C -16.763 -10.660 -1.254
N -17.410 -10.764 0.095
O -18.662 -11.455 0.064
C -17.780 -10.064 -2.275
C -16.155 -11.917 -1.904
C -17.637 -10.467 2.595
H -15.542 -12.510 2.296
H -15.757 -12.778 0.682
H -17.190 -12.936 1.728
H -15.747 -8.906 1.805
H -14.720 -10.249 2.101
H -14.353 -10.835 -0.139
H -14.007 -9.035 0.184
H -15.029 -9.504 -1.983
H -16.149 -8.573 -0.906
H -18.587 -10.745 -2.547
H -18.284 -9.204 -1.833
H -17.335 -9.730 -3.212
H -16.408 -11.950 -2.964
H -15.074 -11.777 -1.868
H -16.502 -12.901 -1.589
H -17.848 -9.403 2.487
H -17.121 -10.553 3.552
H -18.622 -10.930 2.557
H -18.387 -12.372 -0.008
*
```

## Properties
* relative energy (zero: lowest compared OMol25 entry of this formula, charge and spin): 173.2 kcal per mole


Entry 2:
Molecular formula: C20H31N4Pd
Method: DFT, ωB97M-V/def2-TZVPD

Geometry as ORCA input:
```
! wB97M-V def2-TZVPD RIJCOSX def2/J DEFGRID3
* xyz 1 5
C -2.400 -0.447 -1.217
C -3.151 -0.541 0.108
C -3.324 0.206 -2.239
C -2.169 -1.886 -1.673
H -4.005 -0.536 -2.686
H -2.778 0.661 -3.066
H -3.954 0.985 -1.812
H -4.169 -0.934 -0.048
H -3.264 0.416 0.614
H -2.662 -1.223 0.803
H -3.041 -2.510 -1.422
H -1.308 -2.347 -1.194
H -2.035 -1.973 -2.749
C 0.215 3.164 -0.370
C -1.036 3.191 -1.030
C -1.979 2.561 -0.198
H -1.235 3.624 -1.996
C -1.317 2.125 0.965
C 0.046 2.509 0.866
H 0.802 2.375 1.620
H 1.133 3.582 -0.744
H -3.022 2.435 -0.415
H -1.776 1.618 1.794
C 1.829 -0.166 -1.937
C 1.720 1.159 -2.396
C 0.592 1.238 -3.243
H 2.388 1.968 -2.154
C 0.004 -0.039 -3.308
C 0.758 -0.909 -2.491
H 0.562 -1.952 -2.323
H 2.611 -0.547 -1.305
H 0.245 2.121 -3.753
H -0.868 -0.301 -3.878
Pd -0.305 0.767 -0.927
C 0.128 -0.157 2.236
N 0.673 -0.327 0.831
C 1.103 -1.749 0.569
N 1.899 -2.346 1.670
C 1.185 -2.220 2.950
N 0.960 -0.805 3.270
C 2.246 -0.105 3.346
N 2.938 -0.246 2.068
C 2.104 0.314 0.998
C 3.186 -1.651 1.768
H -0.877 -0.620 2.265
H -0.021 0.845 2.622
H 1.617 -1.986 -0.353
H 0.178 -2.349 0.483
H 1.786 -2.691 3.761
H 0.220 -2.766 2.910
H 2.097 0.976 3.579
H 2.873 -0.511 4.170
H 2.778 0.478 0.196
H 2.232 1.366 1.092
H 3.828 -2.102 2.557
H 3.757 -1.740 0.814
*
```

## Properties
* relative energy (zero: lowest compared OMol25 entry of this formula, charge and spin): 43.0 kcal per mole


Entry 3:
Molecular formula: C20H35Cl2CrN4O3S
Method: DFT, ωB97M-V/def2-TZVPD

Geometry as ORCA input:
```
! wB97M-V def2-TZVPD RIJCOSX def2/J DEFGRID3
* xyz 0 4
O 1.341 -2.552 -2.009
C 2.279 -1.761 -1.937
C 3.366 -1.676 -0.929
C 3.217 -1.932 0.445
H 2.219 -1.837 0.875
C 4.319 -2.338 1.200
H 4.157 -2.604 2.241
C 5.599 -2.398 0.639
H 6.455 -2.762 1.214
C 5.761 -2.048 -0.713
H 6.748 -2.092 -1.180
C 4.672 -1.653 -1.488
H 4.784 -1.334 -2.539
H 2.437 -0.903 -2.721
C 1.579 1.275 -2.935
C 1.703 0.867 -1.511
H 2.541 1.413 -3.448
H 1.078 2.257 -2.977
H 1.011 0.575 -3.545
C 2.707 1.307 -0.685
C 3.182 2.728 -0.761
H 3.270 0.694 0.018
H 4.216 2.867 -1.087
H 3.090 3.179 0.231
H 2.465 3.238 -1.419
Cr 0.374 1.178 -0.144
Cl 1.377 1.017 1.961
Cl 0.206 3.292 -0.623
C -1.475 2.140 1.847
O -1.532 1.392 0.844
N -2.553 2.764 2.334
C -3.841 2.634 1.645
C -2.395 3.776 3.369
H -0.518 2.302 2.369
H -3.773 1.884 0.843
H -4.146 3.600 1.218
H -4.626 2.333 2.353
H -1.369 3.694 3.755
H -3.113 3.605 4.180
H -2.552 4.780 2.948
H -3.495 0.708 -3.921
H -2.967 -1.911 -4.318
C -2.404 0.804 -4.027
C -1.922 -1.580 -4.352
N -1.755 -0.397 -3.513
H -2.052 1.693 -3.496
C -1.194 -0.399 -2.282
O -1.120 0.625 -1.568
H -1.266 -2.387 -4.025
H -0.800 -1.372 -1.928
H -2.191 0.910 -5.100
H -1.694 -1.331 -5.398
C -1.849 -3.179 4.025
N -1.069 -2.229 3.211
C -1.434 -1.874 1.947
S -0.356 -1.801 0.623
N -2.736 -1.615 1.729
C -3.567 -1.010 2.763
H -2.912 -3.026 3.843
H -1.642 -3.033 5.096
H -1.590 -4.206 3.744
H -0.069 -2.401 3.276
H -2.868 -1.294 0.768
H -3.782 0.020 2.483
H -4.496 -1.578 2.834
H -3.030 -1.037 3.712
*
```

## Properties
* E_tot: -3590.83925 Eh


Repeat the second record exactly.
Molecular formula: C20H31N4Pd
Method: DFT, ωB97M-V/def2-TZVPD

Geometry as ORCA input:
```
! wB97M-V def2-TZVPD RIJCOSX def2/J DEFGRID3
* xyz 1 5
C -2.400 -0.447 -1.217
C -3.151 -0.541 0.108
C -3.324 0.206 -2.239
C -2.169 -1.886 -1.673
H -4.005 -0.536 -2.686
H -2.778 0.661 -3.066
H -3.954 0.985 -1.812
H -4.169 -0.934 -0.048
H -3.264 0.416 0.614
H -2.662 -1.223 0.803
H -3.041 -2.510 -1.422
H -1.308 -2.347 -1.194
H -2.035 -1.973 -2.749
C 0.215 3.164 -0.370
C -1.036 3.191 -1.030
C -1.979 2.561 -0.198
H -1.235 3.624 -1.996
C -1.317 2.125 0.965
C 0.046 2.509 0.866
H 0.802 2.375 1.620
H 1.133 3.582 -0.744
H -3.022 2.435 -0.415
H -1.776 1.618 1.794
C 1.829 -0.166 -1.937
C 1.720 1.159 -2.396
C 0.592 1.238 -3.243
H 2.388 1.968 -2.154
C 0.004 -0.039 -3.308
C 0.758 -0.909 -2.491
H 0.562 -1.952 -2.323
H 2.611 -0.547 -1.305
H 0.245 2.121 -3.753
H -0.868 -0.301 -3.878
Pd -0.305 0.767 -0.927
C 0.128 -0.157 2.236
N 0.673 -0.327 0.831
C 1.103 -1.749 0.569
N 1.899 -2.346 1.670
C 1.185 -2.220 2.950
N 0.960 -0.805 3.270
C 2.246 -0.105 3.346
N 2.938 -0.246 2.068
C 2.104 0.314 0.998
C 3.186 -1.651 1.768
H -0.877 -0.620 2.265
H -0.021 0.845 2.622
H 1.617 -1.986 -0.353
H 0.178 -2.349 0.483
H 1.786 -2.691 3.761
H 0.220 -2.766 2.910
H 2.097 0.976 3.579
H 2.873 -0.511 4.170
H 2.778 0.478 0.196
H 2.232 1.366 1.092
H 3.828 -2.102 2.557
H 3.757 -1.740 0.814
*
```

## Properties
* relative energy (zero: lowest compared OMol25 entry of this formula, charge and spin): 43.0 kcal per mole